{
  "formula": "C38H86Br2I2N4O11P2S",
  "method": "ωB97M-V with the def2-TZVPD basis set",
  "elements": ["C", "C", "C", "C", "C", "C", "C", "C", "N", "O", "C", "C", "C", "S", "C", "N", "N", "C", "O", "P", "O", "C", "C", "C", "C", "I", "N", "I", "C", "Br", "C", "C", "Br", "P", "O", "O", "H", "H", "H", "H", "H", "H", "H", "H", "H", "H", "H", "H", "H", "H", "H", "H", "H", "H", "H", "H", "H", "H", "H", "H", "H", "H", "H", "H", "H", "H", "H", "H", "H", "H", "H", "H", "H", "H", "C", "C", "C", "O", "H", "H", "H", "H", "H", "H", "H", "H", "C", "C", "C", "O", "H", "H", "H", "H", "H", "H", "H", "H", "C", "C", "C", "O", "H", "H", "H", "H", "H", "H", "H", "H", "C", "C", "C", "O", "H", "H", "H", "H", "H", "H", "H", "H", "C", "C", "C", "O", "H", "H", "H", "H", "H", "H", "H", "H", "C", "C", "C", "O", "H", "H", "H", "H", "H", "H", "H", "H"],
  "positions_angstrom": [[-5.0311, -3.5476, -0.4959], [-3.9206, -2.6006, 0.0948], [-3.7714, -1.1874, -0.6851], [-5.1437, -0.4528, -0.5701], [-5.9378, -0.6365, 0.8134], [-6.9752, 0.5380, 1.0054], [-7.2781, 0.9271, 2.5097], [-6.8580, 2.4308, 2.7498], [-7.8459, 3.1746, 3.5971], [-2.4952, -0.6716, -0.4324], [-2.0637, 0.5354, 0.1538], [-1.7321, 1.4579, -1.1177], [-2.8416, 2.4495, -1.5611], [-2.6655, 4.1603, -0.8378], [-4.3818, 4.6369, -0.5576], [-5.2657, 4.3580, -1.5332], [-6.4617, 4.8292, -1.0487], [-6.2583, 5.3338, 0.1568], [-4.9118, 5.2444, 0.5380], [-3.1153, 1.3410, 1.4706], [-4.3408, 2.1027, 1.0261], [-0.6448, 0.0332, 0.8738], [-1.0693, -1.2948, 1.6208], [-0.1752, -1.8140, 2.8013], [-0.3760, -1.1746, 4.2156], [-2.4200, -1.2744, 4.9665], [0.2464, -0.1615, -0.2875], [1.4615, -1.7680, -0.3896], [-0.0088, 1.1028, 1.8363], [1.9150, 0.7596, 2.2935], [0.0115, 2.6253, 1.3833], [1.3007, 3.1568, 0.6595], [-0.0476, 3.6585, 3.1170], [-3.7311, -1.7812, -2.5282], [-3.5672, -0.3237, -3.4013], [-2.3351, -2.7064, -2.7299], [-5.9871, -3.0480, -0.7747], [-4.6796, -4.1645, -1.3664], [-5.2950, -4.2989, 0.3067], [-2.9399, -3.1196, -0.1255], [-3.9522, -2.4675, 1.2019], [-5.1804, 0.6286, -0.8365], [-5.8342, -0.9465, -1.3211], [-6.5541, -1.5741, 0.6968], [-5.2689, -0.8269, 1.6855], [-7.9509, 0.1715, 0.5685], [-6.7033, 1.4304, 0.3816], [-8.3965, 0.8956, 2.6590], [-6.8272, 0.2076, 3.2361], [-5.8381, 2.4172, 3.2182], [-6.7693, 3.0243, 1.8022], [-8.2308, 2.5571, 4.3113], [-7.3154, 3.9409, 4.0199], [-1.5378, 0.7888, -2.0000], [-0.7871, 2.0487, -1.0151], [-3.8991, 2.1568, -1.3970], [-2.7333, 2.6070, -2.6716], [-6.9504, 5.7946, 0.8839], [-3.5953, 0.3036, 2.3465], [-2.4131, 2.2220, 2.3573], [-1.1231, -2.1796, 0.9283], [-2.1171, -1.2377, 2.0313], [-0.4524, -2.9036, 2.9339], [0.9270, -1.8591, 2.5784], [0.2083, -1.8192, 4.9321], [0.0824, -0.1565, 4.3471], [0.7941, 0.6623, -0.5245], [-0.6118, 1.0968, 2.7867], [-0.8972, 2.9853, 0.8517], [0.9835, 4.0658, 0.0672], [1.7755, 2.4620, -0.0730], [2.0726, 3.5475, 1.3740], [-4.4539, 0.0302, -3.5998], [-1.6782, -2.0968, -3.1346], [7.0406, -0.9787, -1.2864], [6.0223, 0.1417, -1.1568], [5.5556, 0.3021, 0.2827], [4.8983, -0.1354, -1.9918], [6.6066, -1.9372, -0.9832], [7.3583, -1.0887, -2.3249], [7.9212, -0.7843, -0.6708], [6.4616, 1.0782, -1.5069], [5.0703, -0.6128, 0.6385], [4.8166, 1.1040, 0.3594], [6.3922, 0.5334, 0.9458], [4.5023, -0.9628, -1.6901], [8.5159, 2.5952, -4.7796], [8.7482, 2.7610, -3.2865], [9.7044, 3.9084, -3.0000], [9.2826, 1.5508, -2.7492], [9.4521, 2.3665, -5.2972], [7.8362, 1.7616, -4.9712], [8.0903, 3.5006, -5.2165], [7.7950, 2.9434, -2.7845], [10.6813, 3.7234, -3.4567], [9.8706, 4.0097, -1.9252], [9.3140, 4.8533, -3.3838], [10.1258, 1.3791, -3.1853], [-2.9630, -5.8342, 5.6414], [-4.4379, -5.7385, 5.2829], [-4.6391, -5.7152, 3.7753], [-4.9912, -4.5545, 5.8552], [-2.4132, -4.9688, 5.2581], [-2.8316, -5.8390, 6.7256], [-2.5146, -6.7418, 5.2308], [-4.9760, -6.5865, 5.7128], [-4.1449, -4.8454, 3.3296], [-5.7015, -5.6351, 3.5315], [-4.2408, -6.6191, 3.3084], [-4.5197, -3.8029, 5.4783], [8.6208, 4.1901, -10.2020], [8.1173, 3.8292, -8.8131], [6.7102, 4.3576, -8.5804], [8.9984, 4.3721, -7.8308], [8.6623, 5.2760, -10.3306], [9.6350, 3.8140, -10.3517], [7.9753, 3.7721, -10.9775], [8.1269, 2.7440, -8.6896], [6.6876, 5.4492, -8.6545], [6.3655, 4.1006, -7.5765], [6.0076, 3.9447, -9.3073], [8.9990, 5.3319, -7.9296], [-5.6286, -7.9312, 0.5805], [-4.3205, -8.7063, 0.6237], [-4.5380, -10.1761, 0.2999], [-3.7375, -8.5852, 1.9211], [-6.3355, -8.3199, 1.3200], [-5.4597, -6.8802, 0.8250], [-6.0905, -7.9901, -0.4073], [-3.6141, -8.2741, -0.0884], [-5.2084, -10.6400, 1.0299], [-3.5935, -10.7222, 0.3447], [-4.9674, -10.3020, -0.6963], [-4.3533, -8.9644, 2.5602], [6.6548, 2.9775, 2.9939], [5.6503, 4.1136, 3.1079], [5.1840, 4.2987, 4.5435], [4.5254, 3.8402, 2.2738], [6.2070, 2.0296, 3.3087], [6.9725, 2.8495, 1.9568], [7.5373, 3.1671, 3.6088], [6.1019, 5.0400, 2.7464], [4.6869, 3.3954, 4.9103], [4.4560, 5.1100, 4.6083], [6.0224, 4.5278, 5.2050], [4.1181, 3.0225, 2.5846]],
  "atomic_forces_ev_per_a": [[-0.2, -0.8, 1.0], [1.2, 0.0, -1.4], [-1.4, -2.3, -0.8], [-0.9, 0.2, 0.6], [-0.5, 0.0, -0.9], [-0.6, -0.8, 0.0], [-0.7, 1.2, -1.0], [0.3, -0.3, 0.5], [0.8, -0.4, -0.4], [-0.1, 0.7, 1.0], [2.1, 0.5, -0.7], [-0.2, 0.7, 0.1], [-0.5, 0.4, -1.3], [-0.6, 0.0, 0.9], [-0.4, -1.3, -2.1], [1.4, 1.2, 2.7], [-0.5, 0.8, 2.3], [0.7, -0.7, -1.3], [-0.7, -0.6, -1.7], [-3.1, 0.9, 0.4], [1.1, -0.6, -0.2], [-0.2, 0.1, -0.5], [0.6, -0.9, 0.5], [-0.3, -0.7, 0.5], [1.7, -0.5, 0.2], [0.6, 0.2, -0.3], [-0.4, -0.4, 0.1], [0.2, -0.3, -0.2], [-0.9, 1.0, 0.4], [-0.9, -0.4, 0.2], [0.8, 0.2, 0.4], [-0.4, 1.2, -0.6], [-0.2, -0.2, -0.6], [-1.8, -0.6, -0.4], [0.7, -0.7, 0.9], [-0.3, 2.7, -0.3], [0.8, -0.3, 0.1], [-0.2, 0.8, 0.8], [0.2, 0.7, -0.7], [-0.9, 0.5, 0.4], [-0.3, 0.0, -0.9], [0.6, -0.8, 0.2], [0.9, 0.4, 0.5], [0.8, 0.8, 0.4], [-0.5, 0.6, -0.6], [1.0, 0.3, 0.3], [0.0, -0.8, 0.9], [1.1, -0.1, -0.1], [-0.2, 0.7, -0.5], [-0.7, 0.2, -0.4], [0.0, -0.9, 0.7], [0.3, 0.4, 0.0], [-0.6, -0.4, 0.2], [-0.3, 0.4, 1.2], [-0.7, -0.5, 0.2], [0.9, 0.0, 0.1], [-0.1, -0.2, 1.1], [0.5, -0.4, -0.8], [0.9, 0.1, -0.4], [0.5, -0.8, -0.5], [0.1, 1.3, 0.2], [1.1, 0.3, -0.5], [0.1, 1.1, -0.2], [-1.1, 0.4, 0.2], [-0.8, 0.6, -0.6], [-1.0, -0.8, -0.2], [-0.1, -0.3, 0.3], [1.0, -0.2, -0.8], [0.6, -0.5, 0.5], [0.3, -0.9, 0.5], [-0.4, 0.3, 0.7], [-0.7, -0.7, -0.7], [0.5, -0.4, 0.0], [0.1, -0.7, 0.4], [0.2, 0.0, -0.2], [-0.1, -0.6, 0.4], [-0.1, 0.2, 0.1], [-0.1, 0.3, -0.2], [-0.1, 0.1, 0.1], [0.0, 0.1, 0.1], [0.0, 0.0, 0.0], [-0.1, -0.1, -0.1], [0.1, -0.1, 0.0], [0.1, 0.0, 0.0], [0.0, 0.0, 0.0], [0.0, 0.1, 0.0], [-0.3, -0.1, 0.0], [0.6, 0.0, -0.5], [0.0, 0.1, 0.2], [-0.2, -0.1, 0.3], [0.0, 0.2, 0.0], [0.0, 0.1, 0.1], [0.1, 0.0, -0.1], [0.1, -0.2, 0.1], [-0.1, 0.0, -0.1], [-0.1, 0.0, 0.0], [0.1, 0.0, 0.0], [-0.1, 0.0, 0.0], [0.1, -0.2, 0.2], [0.4, 0.5, -0.4], [-0.2, -0.2, -0.1], [-0.3, -0.1, 0.3], [-0.1, 0.0, -0.1], [0.0, 0.0, 0.0], [0.0, 0.1, 0.0], [-0.1, 0.2, 0.1], [0.1, 0.0, 0.1], [0.0, 0.0, 0.1], [0.0, 0.1, 0.0], [0.0, 0.0, 0.0], [0.2, -0.2, -0.1], [-0.1, 0.7, -0.2], [-0.2, -0.1, 0.2], [0.1, -0.3, 0.2], [-0.1, 0.0, 0.0], [-0.1, 0.0, 0.0], [0.0, 0.0, 0.0], [0.1, 0.1, 0.2], [0.1, 0.0, -0.1], [0.0, -0.1, -0.1], [0.0, 0.1, 0.0], [0.0, -0.1, 0.0], [0.0, 0.3, -0.1], [-0.6, -0.3, 0.3], [0.2, -0.1, -0.1], [0.3, 0.1, 0.0], [0.0, -0.1, -0.1], [0.0, 0.0, -0.1], [0.0, 0.0, 0.1], [0.1, 0.0, 0.2], [-0.1, 0.1, 0.0], [0.0, 0.1, -0.1], [0.0, 0.0, 0.0], [0.0, 0.0, -0.1], [0.2, 0.0, -0.2], [-0.1, -0.6, 0.4], [-0.1, 0.2, 0.1], [-0.1, 0.2, -0.3], [0.0, 0.1, 0.1], [0.0, 0.1, 0.0], [0.0, 0.0, 0.0], [-0.2, 0.0, -0.1], [0.1, -0.1, 0.0], [0.1, 0.0, 0.0], [0.0, 0.0, 0.0], [0.0, 0.0, 0.0]],
  "gap_ev": 7.834,
  "e_lumo_ev": -0.302
}